Record 1
{
  "formula": "C18H27MnO7",
  "method": "wB97M-V/def2-TZVPD",
  "e_homo_ev": [-10.1, -10.1],
  "s_squared": 8.752,
  "multiplicity": 6,
  "charge": 1,
  "e_lumo_ha": [-0.0704, -0.0753],
  "symbols": ["Mn", "C", "C", "O", "C", "C", "O", "C", "C", "O", "C", "C", "O", "C", "C", "O", "H", "H", "H", "H", "H", "H", "H", "H", "H", "H", "H", "H", "H", "H", "H", "H", "H", "H", "H", "H", "C", "C", "O", "C", "C", "C", "C", "C", "C", "O", "H", "H", "H", "H", "H", "H", "H"],
  "xyz": [[-0.280, -0.132, 0.039], [-0.692, -3.203, 1.862], [-1.654, -2.111, 2.348], [-1.131, -0.804, 2.180], [-0.211, -0.332, 3.156], [1.254, -0.726, 2.891], [1.495, -0.584, 1.500], [2.826, -0.810, 1.071], [2.792, -1.468, -0.315], [1.726, -0.913, -1.075], [1.434, -1.638, -2.269], [-0.017, -1.395, -2.710], [-0.988, -1.619, -1.693], [-1.413, -2.953, -1.476], [-0.499, -3.710, -0.502], [-0.161, -2.876, 0.591], [-1.215, -4.162, 1.844], [0.155, -3.300, 2.543], [-1.910, -2.285, 3.398], [-2.565, -2.124, 1.746], [-0.511, -0.666, 4.152], [-0.293, 0.746, 3.089], [1.469, -1.751, 3.203], [1.901, -0.052, 3.458], [3.342, -1.480, 1.758], [3.357, 0.145, 1.038], [2.632, -2.547, -0.211], [3.747, -1.304, -0.823], [1.617, -2.701, -2.101], [2.101, -1.298, -3.064], [-0.232, -2.015, -3.584], [-0.136, -0.348, -2.959], [-1.487, -3.495, -2.423], [-2.411, -2.866, -1.046], [0.436, -3.994, -0.984], [-0.988, -4.631, -0.174], [-0.942, 4.060, 1.825], [-0.823, 3.035, 0.725], [-0.722, 1.843, 1.072], [-0.807, 3.475, -0.649], [-0.949, 4.835, -0.993], [-0.887, 5.265, -2.293], [-0.693, 4.335, -3.321], [-0.562, 3.005, -3.035], [-0.604, 2.518, -1.698], [-0.443, 1.259, -1.485], [-0.854, 3.559, 2.785], [-1.904, 4.572, 1.777], [-0.153, 4.808, 1.741], [-1.109, 5.564, -0.210], [-0.984, 6.315, -2.528], [-0.640, 4.676, -4.348], [-0.415, 2.279, -3.826]],
  "forces_ev_per_angstrom": [[0.187, 0.830, -0.183], [-0.067, 0.242, 0.307], [0.126, -0.454, -0.236], [0.266, 0.063, -0.546], [0.504, 0.117, 0.099], [-0.450, 0.047, 0.094], [-0.535, 0.071, -0.107], [0.086, 0.091, -0.630], [-0.078, -0.026, 0.301], [-0.519, 0.115, 0.243], [-0.274, -0.062, -0.150], [0.615, 0.100, -0.130], [0.223, 0.230, 0.439], [0.103, -0.285, 0.407], [-0.077, 0.097, -0.410], [-0.160, 0.231, -0.011], [-0.030, 0.017, 0.001], [-0.053, -0.036, 0.081], [-0.040, 0.023, -0.065], [-0.002, -0.060, 0.093], [0.010, 0.001, -0.008], [-0.024, 0.123, 0.079], [0.059, -0.047, -0.060], [-0.020, 0.006, 0.059], [0.048, -0.019, 0.063], [-0.027, -0.011, 0.027], [-0.046, 0.026, 0.012], [-0.021, -0.020, 0.022], [0.069, -0.017, 0.031], [-0.016, -0.040, -0.108], [0.003, -0.018, 0.033], [-0.012, 0.125, -0.129], [-0.004, 0.039, -0.009], [-0.065, -0.040, -0.010], [-0.018, -0.046, -0.058], [-0.036, 0.057, -0.002], [-0.009, -0.078, 0.056], [0.035, 0.228, -0.132], [0.152, -0.561, 0.172], [0.103, -0.603, -0.320], [0.008, 0.151, -0.037], [-0.059, 0.255, 0.204], [0.025, -0.068, 0.061], [0.028, -0.314, 0.048], [-0.057, 0.605, 0.133], [0.128, -1.152, 0.180], [-0.035, -0.017, 0.023], [0.037, 0.021, -0.021], [-0.040, 0.037, -0.022], [0.010, 0.021, 0.004], [-0.034, 0.023, 0.042], [-0.019, -0.034, 0.009], [0.004, 0.015, 0.056]],
  "mulliken_charge": [1.937, -0.625, -0.594, -0.135, -0.661, -0.734, 0.236, -0.668, -0.670, -0.100, -0.506, -0.563, -0.140, -0.565, -0.748, -0.034, 0.533, 0.192, 0.441, 0.293, 0.494, 0.090, 0.391, 0.525, 0.444, 0.319, 0.304, 0.427, 0.358, 0.523, 0.511, -0.057, 0.469, 0.272, 0.246, 0.503, -1.671, 0.547, -0.459, 0.414, -0.535, -0.874, -0.584, -0.761, -0.004, -0.469, 0.295, 0.402, 0.418, 0.381, 0.390, 0.438, 0.363]
}

---

Record 2
{
  "formula": "H3IP2S",
  "method": "wB97M-V/def2-TZVPD",
  "e_homo_ev": [-9.1, -8.8],
  "e_lumo_ha": [-0.0793, -0.0806],
  "symbols": ["P", "P", "S", "I", "H", "H", "H"],
  "xyz": [[-0.527, 0.369, -1.688], [-0.595, 1.254, 0.197], [1.709, -0.709, 0.624], [-2.305, 2.016, -2.322], [0.714, 0.916, -2.097], [-1.891, 0.454, 0.452], [1.866, -0.465, 1.853]],
  "forces_ev_per_angstrom": [[-0.148, -1.015, -1.279], [-0.067, -1.646, 1.778], [-1.952, 0.686, -2.767], [0.443, -0.037, -0.059], [-0.202, 0.530, -0.136], [1.715, 0.873, -0.017], [0.211, 0.608, 2.480]],
  "mulliken_charge": [-0.009, 0.080, -0.380, -0.047, 0.136, 0.132, 0.088]
}

---

Number 1: electronic energy -2379.56802 Ha. Number 2: electronic energy -1380.30043 Ha.